1.
The following is a DFT calculation (the ωB97M-V functional and the def2-TZVPD basis) of an isolated ion of composition C7H12ClN2 and charge +1.

SMILES: CCc1c[nH]c(Cl)[n+]1CC
E_HOMO (eV): -13.2
Charge: +1
Strongest force on any atom (eV/Å): 6.07

XYZ file:
```
22
C7H12ClN2 | the OMol25 dataset | the ωB97M-V functional and the def2-TZVPD basis
C -2.072 0.143 1.116
C -0.736 0.611 1.573
C 0.160 0.968 0.435
C 0.250 2.232 -0.176
N 1.109 2.067 -1.257
C 1.373 0.838 -1.521
Cl 2.518 0.147 -2.486
N 0.771 0.022 -0.325
C 0.919 -1.370 -0.041
C 0.060 -2.240 -0.784
H -2.564 0.986 0.497
H -2.675 -0.214 2.005
H -1.803 -0.746 0.335
H -0.199 -0.168 2.094
H -0.736 1.507 2.252
H 0.002 3.147 0.135
H 1.239 2.979 -1.748
H 2.085 -1.608 -0.282
H 0.763 -1.701 1.030
H 0.302 -3.286 -0.426
H 0.257 -2.332 -1.848
H -1.024 -1.981 -0.579
```

***

2.
The following is a DFT calculation (the ωB97M-V functional and the def2-TZVPD basis) of C11H20GaNO5P as an isolated structure.

E_HOMO (eV): -5.0
Charge: -1
Strongest force on any atom (eV/Å): 6.39

XYZ file:
```
39
C11H20GaNO5P | the OMol25 dataset | the ωB97M-V functional and the def2-TZVPD basis
C -1.774 -6.047 3.929
C -2.938 -5.284 4.084
C -3.175 -4.360 3.079
C -2.328 -4.140 1.981
Ga -2.725 -2.700 0.557
C -0.942 -2.287 -0.349
C -0.260 -1.171 0.492
C 1.289 -1.216 0.468
O 0.407 -0.188 -0.238
N -1.210 -4.892 1.855
C -1.005 -5.800 2.807
H -1.497 -6.809 4.648
H -3.607 -5.419 4.926
H -4.074 -3.751 3.148
H -3.222 -1.386 1.369
H -3.897 -3.148 -0.441
H -0.223 -3.098 -0.229
H -1.007 -1.887 -1.362
H -0.721 -0.887 1.439
H 1.845 -0.496 1.066
H 1.774 -1.555 -0.442
H -0.117 -6.427 2.684
C 0.528 2.701 -0.521
O 1.742 3.457 -0.731
P 1.669 4.708 -1.771
O 0.669 5.620 -1.158
O 1.050 3.834 -2.997
C 1.897 2.890 -3.648
O 2.431 5.706 -2.849
C 2.992 6.919 -2.330
H 0.463 2.471 0.538
H -0.360 3.251 -0.824
H 0.587 1.774 -1.077
H 1.304 2.011 -3.894
H 2.727 2.580 -3.008
H 2.292 3.325 -4.568
H 3.386 6.784 -1.325
H 2.226 7.693 -2.320
H 3.803 7.226 -2.990
```

***

The highest charge belongs to which entry?
C7H12ClN2

***

Look up the E_HOMO of the first one.
-13.2 eV